Here is C18H54BrHfO9S9 as an isolated structure from the OMol25 dataset. Energies are from the ωB97M-V functional and the def2-TZVPD basis.

Structure (XYZ):
```
92
Properties=species:S:1:pos:R:3:forces:R:3:mulliken_charge:R:1
Hf 22.6955 27.3745 -10.1649 -0.0604 -0.3884 -0.2456 0.981
Br 20.7698 29.4775 -10.2630 0.7176 -0.8096 -0.1334 -0.537
C 21.0578 23.0014 -9.4948 -0.0623 -0.0647 -0.2772 -0.910
S 22.7537 23.6775 -9.6689 -1.2430 0.7925 1.2427 0.307
O 22.5649 25.1899 -9.6176 0.7531 -1.6831 0.1922 0.647
C 23.2220 23.1684 -7.9544 -0.1889 -0.1627 -1.1324 -1.043
H 20.3822 23.3456 -10.2778 0.3045 0.3775 -0.0621 0.144
H 20.6557 23.2841 -8.5219 0.0787 0.0695 -0.0556 0.307
H 21.0663 21.9162 -9.5962 0.3533 -0.0672 0.1804 0.538
H 23.0029 22.1022 -7.8973 0.3869 -0.1381 -0.1270 0.586
H 22.5763 23.6375 -7.2119 0.2672 0.3826 -0.2279 0.254
H 24.2895 23.3771 -7.8843 -0.1880 -0.0643 0.4331 0.200
C 23.5553 28.4854 -15.1023 -0.9789 0.8058 -0.3185 -0.963
S 22.1460 28.1550 -13.9410 0.3193 0.2717 0.2134 0.544
O 22.7745 28.2206 -12.5554 -0.6120 0.7839 -1.1669 -0.767
C 21.1604 29.6837 -14.2487 0.4929 0.6068 0.0866 -1.333
H 23.1131 28.6599 -16.0831 -0.2993 0.2194 0.0004 0.545
H 24.2872 27.7090 -15.3249 -0.2235 -0.3153 0.9131 0.253
H 24.0140 29.4199 -14.7791 0.1522 -0.1343 0.0419 0.203
H 20.8897 29.7340 -15.3034 -0.0341 -0.2840 0.0063 0.531
H 21.6779 30.6109 -14.0026 0.7705 -0.2119 -0.1409 0.368
H 20.2822 29.8203 -13.6177 -0.1294 -1.0372 0.0799 0.352
C 23.9271 23.7227 -12.9744 -0.0960 -0.5490 0.1538 -1.027
S 24.0767 25.5272 -13.1028 0.6354 -0.0112 2.0212 0.476
O 23.8245 26.0965 -11.6977 0.9944 -1.2971 -1.1098 0.944
C 25.8944 25.4515 -13.2368 0.1182 0.4802 -0.4730 -1.299
H 23.0788 23.3929 -12.3746 -0.2539 0.5250 -0.2981 0.030
H 24.7737 23.2346 -12.4915 0.2969 0.4412 -0.0339 0.422
H 23.8423 23.3220 -13.9845 -0.0668 0.0804 -0.0785 0.460
H 26.3294 26.4035 -13.5412 -0.3875 0.2264 -0.0025 0.298
H 26.1505 24.7448 -14.0261 -0.0885 -0.1662 0.0943 0.594
H 26.3567 25.1779 -12.2883 -0.4296 -0.3242 -0.0127 0.193
C 26.8092 25.4582 -7.8339 -0.9524 -0.1033 -0.6159 -1.226
S 25.9603 25.7860 -9.4289 -0.4524 -0.1948 -1.3256 0.450
O 24.7704 26.7448 -9.3496 2.0412 -0.7546 1.2833 -0.089
C 27.3713 26.6694 -10.1613 0.0370 0.2076 0.4203 -1.372
H 27.2983 26.3344 -7.4083 -0.1488 -0.2241 0.1320 0.439
H 27.4950 24.6382 -8.0470 0.3059 0.2690 -0.2979 0.539
H 26.0390 24.9663 -7.2399 0.0241 0.4949 0.4784 0.326
H 27.3430 26.9085 -11.2244 -0.7069 -0.0938 0.1228 0.315
H 28.2553 26.0430 -10.0420 -0.0308 -0.0511 0.3264 0.597
H 27.4500 27.5808 -9.5686 0.2625 -0.0059 -0.0849 0.415
C 22.6391 30.4038 -6.5291 -0.8457 0.3163 0.0246 -0.978
S 24.0211 30.2692 -7.8013 -2.1655 0.8372 0.0012 0.310
O 23.5989 29.3315 -8.9138 0.1497 0.8109 0.9417 -0.676
C 23.6952 32.0284 -8.3656 0.6375 -0.1632 -0.0371 -1.026
H 22.5018 29.7427 -5.6733 1.0042 -0.6772 -0.3068 0.260
H 21.6749 30.3498 -7.0345 0.1791 -0.0393 -0.6396 0.234
H 22.6248 31.3829 -6.0503 0.5622 0.2271 -0.3116 0.529
H 22.6985 32.3252 -8.6924 -0.2070 -0.8747 -0.0435 0.357
H 24.4062 32.2318 -9.1664 -0.0194 -0.1196 -0.0088 0.263
H 23.9328 32.7129 -7.5513 0.2932 -0.3111 0.2478 0.511
C 18.0082 26.3994 -9.2117 0.7900 1.5681 0.8417 -0.931
S 19.4906 26.3601 -8.0828 1.3348 0.4666 -1.2763 0.302
O 20.7146 26.5844 -9.0011 -2.6338 -0.0553 0.6812 -0.413
C 19.1353 27.8938 -7.1180 0.1782 -0.4711 -0.0676 -0.523
H 18.1359 25.7669 -10.0902 -0.0285 -0.3037 0.5329 0.227
H 18.0159 27.4467 -9.5136 -0.0174 0.0151 -0.4481 0.282
H 17.0982 26.2956 -8.6207 0.0648 -0.6185 -0.0980 0.462
H 18.7201 27.5708 -6.1633 -0.9708 -0.1331 -0.3629 0.473
H 18.5415 28.5503 -7.7539 -0.0749 0.1018 0.5092 0.376
H 20.0148 28.4063 -6.7282 0.5167 -0.1562 -0.9293 -0.210
C 22.3138 26.7025 -5.1518 -0.1272 -0.0468 -0.5736 -1.171
S 23.3681 26.3690 -6.6685 -0.6189 2.4055 -1.2719 0.615
O 22.7359 27.1281 -7.9122 1.0485 -0.6905 3.4326 -0.610
C 24.8226 27.4020 -6.1661 0.0334 0.1629 -0.5512 -0.655
H 21.6478 27.5638 -5.2044 0.4018 0.2562 -0.6118 0.200
H 22.9803 26.8700 -4.3057 0.0969 -0.3390 -0.0977 0.515
H 21.6379 25.8627 -4.9903 0.3941 -0.2616 -0.0202 0.420
H 25.5366 26.9104 -5.5054 -0.5285 -0.3586 0.3090 0.564
H 24.5332 28.3697 -5.7561 -0.2529 -0.2332 0.0918 0.431
H 25.3882 27.5892 -7.0788 -0.3953 0.0181 -0.1719 -0.312
C 20.7430 24.6254 -13.6998 -0.2361 0.4665 -0.1854 -0.870
S 20.0759 25.4636 -12.2551 0.9899 1.4950 1.1057 0.550
O 21.2424 26.2785 -11.5885 -1.9948 -0.9290 -1.8133 0.171
C 18.9060 26.6132 -13.0840 0.8197 0.5182 -0.2382 -1.216
H 20.9927 23.5944 -13.4491 -0.0091 0.1810 -0.0764 0.285
H 21.5767 25.1965 -14.1083 0.0427 -0.0607 0.1643 0.055
H 19.9476 24.6808 -14.4431 -0.0225 -0.3820 -0.0131 0.564
H 18.0953 26.0868 -13.5878 -0.2188 -0.3865 0.7735 0.517
H 19.3252 27.1891 -13.9091 0.7176 -0.0921 0.1313 0.318
H 18.6240 27.3453 -12.3273 -0.3794 -0.2940 0.0803 0.323
C 26.8662 30.0101 -10.9514 -0.1067 -0.1658 0.0422 -1.019
S 25.5445 29.2339 -11.9909 -2.9972 1.8809 2.2620 0.309
O 24.5752 28.5650 -10.9867 1.9911 0.2378 -0.9571 -0.608
C 24.6100 30.8842 -12.1710 0.2872 0.0764 -0.8208 -0.825
H 26.4602 30.3444 -9.9967 -0.4062 -0.4142 0.0024 0.200
H 27.2442 30.9296 -11.3981 0.0644 -0.2798 -0.5626 0.489
H 27.6723 29.2975 -10.7768 -0.0726 0.1883 -0.2017 0.379
H 24.7966 31.3569 -13.1352 0.7140 0.0589 0.0427 0.492
H 24.8779 31.5500 -11.3506 0.2784 -0.2110 -0.1286 0.255
H 23.5216 30.8252 -12.1784 0.0601 -1.1194 0.4051 0.112
```
Positions in Å, forces in eV/Å.

## Properties
* energy relative to the best compared isomer or geometry (same formula, charge and spin): 94.9 kcal per mole
* net charge: +3
* LUMO energy: -6.124 eV
* molar mass: 961.6 g/mol
* HOMO energy: -15.233 eV
* orbital gap: 9.109 eV